# 1
Computed, not measured: a 17-piece molecular cluster, C40H123N9O17 overall at a distorted geometry, with wB97M-V/def2-TZVPD.

The geometry in XYZ format:
```
189
Properties=species:S:1:pos:R:3:lowdin_charge:R:1
O 0.485 5.237 -0.768 -0.02
H -0.174 4.549 -0.677 0.02
H 0.379 5.554 -1.665 0.06
O -4.450 3.668 -1.111 -0.07
H -4.771 2.895 -1.576 0.03
H -3.497 3.587 -1.140 -0.05
O -3.133 -2.975 -3.174 -0.05
H -3.346 -3.187 -4.083 0.05
H -3.916 -2.537 -2.841 0.00
O -1.908 3.231 -1.422 -0.06
H -1.472 2.464 -1.051 0.02
H -1.735 3.175 -2.362 -0.02
O -5.014 -1.062 -1.640 -0.06
H -5.704 -1.342 -1.038 -0.02
H -4.206 -1.144 -1.135 -0.02
O -6.674 -1.725 0.441 -0.04
H -7.467 -2.223 0.642 0.06
H -6.519 -1.195 1.222 -0.01
C 2.266 -0.952 -3.014 -0.06
C 3.018 0.346 -2.934 -0.34
O 4.239 -0.033 -2.394 -0.07
H 1.492 -0.941 -3.782 0.07
H 1.782 -1.149 -2.058 0.04
H 2.944 -1.765 -3.275 0.08
H 2.521 1.169 -2.419 0.09
H 3.113 0.639 -3.979 0.09
H 4.783 -0.398 -3.095 0.09
C 4.083 4.755 2.371 -0.06
C 2.930 4.631 1.369 -0.35
O 2.790 5.768 0.588 -0.08
H 4.246 3.743 2.742 0.04
H 3.950 5.444 3.205 0.08
H 4.936 5.114 1.796 0.08
H 2.003 4.333 1.859 0.11
H 3.168 3.849 0.648 0.07
H 2.062 5.562 -0.002 0.01
C -6.099 2.368 0.992 -0.07
C -7.109 2.019 2.043 -0.46
C -6.492 1.079 3.082 -0.16
O -5.960 -0.132 2.467 -0.24
C -5.193 -0.954 3.382 -0.06
N -7.800 3.203 2.537 0.05
H -6.517 3.147 0.355 0.08
H -5.822 1.529 0.354 0.08
H -5.254 2.795 1.531 0.08
H -7.885 1.419 1.568 0.13
H -7.182 0.870 3.899 0.12
H -5.676 1.579 3.605 0.12
H -5.095 -1.939 2.923 0.09
H -5.713 -1.096 4.329 0.09
H -4.214 -0.560 3.654 0.07
H -7.138 3.947 2.706 0.07
H -8.130 3.035 3.476 0.06
C -1.619 3.373 1.937 -0.07
C -2.064 2.861 3.246 -0.42
C -0.909 2.679 4.179 -0.23
O -0.183 1.641 3.592 -0.21
C 1.083 1.253 4.195 -0.07
N -2.999 3.865 3.879 0.05
H -2.446 3.463 1.233 0.07
H -0.868 2.746 1.455 0.06
H -1.143 4.351 2.012 0.10
H -2.657 1.973 3.026 0.12
H -1.248 2.399 5.176 0.12
H -0.300 3.578 4.272 0.13
H 1.749 2.074 4.460 0.08
H 1.669 0.543 3.611 0.08
H 0.910 0.818 5.180 0.08
H -2.501 4.647 4.280 0.06
H -3.394 4.295 3.055 0.05
C 5.350 2.365 -5.452 -0.04
C 6.344 3.180 -4.588 -0.44
C 5.842 3.375 -3.131 -0.23
O 4.629 4.012 -3.107 -0.20
C 3.965 4.003 -1.834 -0.07
N 7.634 2.580 -4.535 0.02
H 5.348 1.363 -5.023 0.06
H 5.746 2.254 -6.462 0.07
H 4.309 2.682 -5.388 0.07
H 6.516 4.163 -5.026 0.13
H 6.518 4.055 -2.613 0.13
H 5.689 2.399 -2.670 0.12
H 3.869 2.975 -1.485 0.08
H 2.995 4.495 -1.912 0.08
H 4.544 4.676 -1.202 0.09
H 7.967 2.259 -5.434 0.07
H 8.243 3.348 -4.291 0.07
C -2.848 0.250 0.733 -0.04
C -1.960 -0.470 -0.240 -0.37
C -0.420 -0.127 -0.081 -0.12
O -0.183 1.274 -0.282 -0.23
C 1.092 1.727 0.085 -0.10
N -2.187 -1.921 -0.137 0.06
H -3.895 -0.002 0.564 0.06
H -2.862 1.323 0.542 0.07
H -2.693 0.117 1.804 0.07
H -2.295 -0.220 -1.247 0.13
H 0.195 -0.710 -0.767 0.09
H -0.031 -0.409 0.897 0.12
H 1.085 1.938 1.154 0.08
H 1.421 2.555 -0.544 0.08
H 1.837 0.945 -0.057 0.08
H -1.587 -2.324 -0.843 0.06
H -1.844 -2.252 0.753 0.00
C 5.077 2.945 5.561 -0.07
C 5.212 1.406 5.418 -0.43
C 5.493 0.915 3.973 -0.15
O 4.437 1.281 3.023 -0.22
C 4.817 1.028 1.681 -0.11
N 6.203 1.023 6.364 0.02
H 5.923 3.501 5.157 0.08
H 4.888 3.347 6.556 0.08
H 4.276 3.273 4.899 0.04
H 4.247 1.015 5.740 0.13
H 5.652 -0.163 3.938 0.12
H 6.432 1.352 3.637 0.12
H 5.669 1.619 1.345 0.09
H 3.932 1.286 1.098 0.07
H 5.044 -0.019 1.482 0.09
H 6.139 1.681 7.128 0.06
H 7.130 1.255 6.035 0.07
C -5.004 -4.917 -0.701 -0.05
C -3.754 -5.764 -0.945 -0.41
C -3.702 -6.495 -2.354 -0.17
O -4.517 -7.658 -2.469 -0.19
C -3.877 -8.767 -1.890 -0.13
N -2.655 -4.852 -0.849 0.03
H -5.860 -5.555 -0.921 0.08
H -5.058 -4.094 -1.413 0.07
H -5.069 -4.589 0.337 0.08
H -3.646 -6.528 -0.176 0.12
H -2.703 -6.853 -2.604 0.11
H -4.064 -5.845 -3.150 0.12
H -3.739 -8.686 -0.812 0.08
H -2.858 -8.920 -2.246 0.08
H -4.529 -9.620 -2.078 0.09
H -2.596 -4.245 -1.654 0.02
H -2.872 -4.229 -0.084 0.03
C 0.830 2.595 -4.487 -0.05
C -0.590 2.714 -4.995 -0.39
C -1.171 1.293 -5.228 -0.18
O -0.327 0.641 -6.176 -0.20
C -0.738 -0.689 -6.468 -0.10
N -1.381 3.455 -4.008 0.04
H 1.414 1.756 -4.865 0.07
H 0.859 2.440 -3.408 0.07
H 1.456 3.480 -4.603 0.08
H -0.569 3.185 -5.978 0.14
H -2.121 1.482 -5.728 0.12
H -1.319 0.770 -4.284 0.13
H -1.764 -0.721 -6.836 0.08
H -0.783 -1.223 -5.520 0.07
H -0.092 -1.226 -7.163 0.09
H -1.058 4.410 -3.944 0.10
H -2.347 3.508 -4.296 0.10
C -1.553 -4.493 3.615 -0.04
C -1.655 -3.131 2.794 -0.38
C -1.363 -1.914 3.719 -0.17
O -2.366 -1.893 4.775 -0.20
C -1.974 -0.957 5.770 -0.10
N -0.605 -3.232 1.795 0.01
H -0.643 -4.667 4.190 0.08
H -1.635 -5.337 2.930 0.07
H -2.426 -4.576 4.261 0.07
H -2.659 -3.058 2.377 0.13
H -1.314 -0.979 3.160 0.10
H -0.376 -1.995 4.173 0.12
H -1.879 0.065 5.404 0.07
H -0.998 -1.256 6.151 0.08
H -2.678 -0.972 6.602 0.09
H -0.593 -4.177 1.439 0.06
H 0.281 -3.319 2.271 0.09
C 5.443 -6.282 -2.312 -0.06
C 4.648 -4.974 -2.364 -0.43
C 3.165 -5.117 -1.929 -0.20
O 2.650 -3.821 -1.726 -0.21
C 1.316 -3.916 -1.294 -0.11
N 5.319 -3.941 -1.568 0.03
H 4.848 -7.033 -2.831 0.07
H 5.464 -6.638 -1.282 0.08
H 6.411 -6.030 -2.744 0.08
H 4.716 -4.501 -3.344 0.13
H 3.086 -5.735 -1.035 0.13
H 2.663 -5.549 -2.795 0.13
H 0.859 -2.954 -1.063 0.06
H 1.212 -4.487 -0.371 0.08
H 0.702 -4.385 -2.064 0.09
H 5.663 -4.207 -0.656 0.06
H 4.570 -3.369 -1.203 0.05
```

Computed properties:
Orbital gap = 9.1 eV
Energy = -91686.9600 eV
Relative energy (zero: lowest compared OMol25 entry of this formula, charge and spin) = 0.0 kcal/mol
Highest occupied orbital energy = -8.69 eV

---

# 2
Computed, not measured: a 29-piece molecular cluster, C40H17BCl112F2N2O4 overall at a distorted geometry, with wB97M-V/def2-TZVPD.

The geometry in XYZ format:
```
178
Properties=species:S:1:pos:R:3:lowdin_charge:R:1
C 2.457 3.287 -6.228 -0.12
C 3.666 4.370 -6.634 -0.15
C 4.857 4.404 -5.460 -0.17
F 5.072 5.846 -5.158 -0.08
C 6.172 3.628 -6.055 -0.21
F 5.762 2.344 -6.738 -0.04
C 6.758 4.604 -7.281 -0.03
N 7.444 5.189 -8.238 0.12
C 7.338 3.306 -4.906 -0.27
C 7.971 4.772 -4.455 -0.04
N 8.152 5.874 -3.755 0.12
C 6.614 2.486 -3.686 -0.10
C 6.144 3.405 -2.411 -0.18
C 4.781 2.743 -1.702 -0.07
C 3.675 3.982 -1.507 -0.26
O 2.415 3.839 -1.954 -0.10
O 4.076 5.285 -0.880 -0.06
C 8.539 2.498 -5.674 -0.06
B 9.804 2.053 -4.724 -0.45
O 10.367 2.807 -3.587 0.00
O 10.488 0.758 -5.061 0.02
H 2.361 2.420 -7.039 0.09
H 2.667 2.741 -5.206 0.07
H 1.416 3.852 -6.140 0.09
H 3.169 5.430 -6.642 0.13
H 4.061 4.013 -7.676 0.11
H 4.371 3.916 -4.515 0.14
H 5.613 2.025 -4.145 0.13
H 7.218 1.577 -3.264 0.14
H 5.827 4.508 -2.693 0.10
H 7.041 3.503 -1.633 0.08
H 4.241 1.977 -2.439 0.13
H 5.009 2.241 -0.669 0.13
H 3.502 6.015 -1.265 0.12
H 9.010 3.116 -6.581 0.15
H 8.130 1.497 -6.173 0.14
H 10.973 2.164 -3.091 0.08
H 10.148 0.526 -5.992 0.11
C 0.839 2.026 1.173 -1.99
Cl 1.669 0.941 0.029 0.52
Cl -0.507 1.154 1.949 0.48
Cl 1.991 2.569 2.419 0.48
Cl 0.203 3.441 0.295 0.54
C -4.659 0.063 1.557 -1.97
Cl -5.328 -1.582 1.411 0.48
Cl -3.438 0.095 2.854 0.50
Cl -3.900 0.534 0.015 0.50
Cl -5.970 1.205 1.947 0.51
C 5.331 1.928 4.825 -2.00
Cl 6.738 2.979 4.524 0.50
Cl 5.050 0.889 3.404 0.50
Cl 5.644 0.910 6.253 0.52
Cl 3.890 2.935 5.118 0.50
C 7.406 4.779 -12.102 -2.02
Cl 6.929 4.408 -13.778 0.50
Cl 7.989 6.460 -12.008 0.51
Cl 6.000 4.577 -11.026 0.49
Cl 8.706 3.670 -11.595 0.50
C 9.955 3.789 0.122 -1.92
Cl 11.523 4.459 0.640 0.47
Cl 10.211 2.201 -0.644 0.51
Cl 8.893 3.600 1.540 0.51
Cl 9.193 4.897 -1.047 0.52
C -9.775 -2.087 1.214 -1.94
Cl -8.930 -3.620 0.881 0.52
Cl -8.579 -0.818 1.580 0.48
Cl -10.727 -1.612 -0.215 0.49
Cl -10.862 -2.299 2.609 0.42
C -13.036 1.192 3.963 -1.96
Cl -12.690 2.328 5.292 0.47
Cl -11.507 0.689 3.199 0.47
Cl -13.876 -0.240 4.610 0.52
Cl -14.070 1.991 2.753 0.48
C -14.829 0.184 -1.204 -1.99
Cl -16.474 -0.248 -0.672 0.51
Cl -14.279 -0.977 -2.438 0.52
Cl -14.841 1.826 -1.896 0.49
Cl -13.722 0.136 0.192 0.47
C 9.690 -1.691 0.369 -1.98
Cl 10.831 -1.331 -0.952 0.50
Cl 10.529 -2.610 1.644 0.47
Cl 9.067 -0.167 1.047 0.48
Cl 8.334 -2.658 -0.266 0.52
C 13.504 7.594 -0.798 -2.00
Cl 14.645 7.955 -2.118 0.52
Cl 14.342 6.676 0.478 0.50
Cl 12.880 9.119 -0.119 0.51
Cl 12.148 6.628 -1.432 0.48
C 6.290 7.782 0.790 -1.98
Cl 4.722 8.560 0.457 0.52
Cl 6.095 6.591 2.101 0.51
Cl 6.869 6.959 -0.680 0.50
Cl 7.473 9.019 1.283 0.48
C -18.059 3.922 -0.435 -1.98
Cl -16.918 4.282 -1.755 0.49
Cl -17.221 3.003 0.841 0.49
Cl -18.683 5.446 0.244 0.47
Cl -19.415 2.955 -1.069 0.52
C -3.483 -4.846 -1.006 -2.00
Cl -3.960 -5.217 -2.683 0.51
Cl -2.900 -3.165 -0.913 0.48
Cl -4.889 -5.048 0.070 0.51
Cl -2.183 -5.954 -0.500 0.49
C -12.058 -5.745 4.089 -1.98
Cl -12.936 -4.304 4.661 0.51
Cl -10.715 -5.241 3.032 0.44
Cl -11.410 -6.639 5.487 0.50
Cl -13.170 -6.796 3.176 0.53
C 13.038 0.353 2.783 -1.98
Cl 13.868 -0.732 1.639 0.51
Cl 11.692 -0.519 3.558 0.48
Cl 14.190 0.896 4.029 0.52
Cl 12.402 1.767 1.905 0.48
C -14.714 6.004 5.944 -2.01
Cl -13.076 5.879 6.634 0.51
Cl -14.874 7.548 5.069 0.51
Cl -14.990 4.651 4.818 0.48
Cl -15.918 5.938 7.257 0.51
C 8.303 12.342 3.342 -1.98
Cl 9.011 12.265 4.975 0.51
Cl 9.222 11.282 2.244 0.49
Cl 6.606 11.804 3.405 0.50
Cl 8.372 14.019 2.744 0.49
C -8.771 -9.508 4.218 -1.98
Cl -7.941 -10.593 3.074 0.49
Cl -10.117 -10.380 4.993 0.50
Cl -7.619 -8.965 5.464 0.52
Cl -9.406 -8.094 3.340 0.48
C 11.392 -6.408 -0.290 -2.00
Cl 12.101 -6.486 1.343 0.51
Cl 12.311 -7.469 -1.388 0.50
Cl 9.695 -6.947 -0.227 0.51
Cl 11.461 -4.731 -0.888 0.48
C -6.862 -0.939 -2.895 -1.98
Cl -7.339 -1.310 -4.571 0.52
Cl -6.279 0.742 -2.802 0.51
Cl -8.267 -1.141 -1.819 0.48
Cl -5.562 -2.047 -2.389 0.47
C -9.270 -14.326 4.395 -1.99
Cl -7.702 -13.656 4.913 0.49
Cl -9.013 -15.914 3.629 0.49
Cl -10.332 -14.515 5.813 0.52
Cl -10.031 -13.218 3.225 0.49
C 5.572 14.414 6.383 -1.99
Cl 6.713 14.775 5.063 0.47
Cl 6.411 13.496 7.658 0.51
Cl 4.949 15.939 7.062 0.51
Cl 4.216 13.448 5.749 0.51
C 0.881 -6.788 1.805 -2.01
Cl -0.763 -7.221 2.337 0.50
Cl 1.431 -7.950 0.571 0.51
Cl 0.869 -5.147 1.113 0.50
Cl 1.988 -6.836 3.201 0.51
C -5.186 -17.219 2.360 -2.00
Cl -4.045 -16.859 1.039 0.49
Cl -4.347 -18.138 3.635 0.52
Cl -5.809 -15.694 3.038 0.48
Cl -6.542 -18.185 1.726 0.51
C -10.011 -0.471 7.054 -1.99
Cl -8.662 0.660 6.779 0.52
Cl -10.373 -1.343 5.543 0.46
Cl -9.556 -1.639 8.320 0.52
Cl -11.452 0.439 7.575 0.49
C -18.928 9.356 -0.020 -2.00
Cl -20.496 10.134 -0.354 0.52
Cl -19.122 8.165 1.290 0.48
Cl -18.349 8.533 -1.490 0.51
Cl -17.744 10.593 0.473 0.52
C -2.165 -20.765 -0.019 -2.00
Cl -0.816 -19.634 -0.295 0.51
Cl -2.527 -21.637 -1.530 0.51
Cl -1.711 -21.933 1.247 0.51
Cl -3.606 -19.855 0.502 0.47
C 14.141 -10.737 -3.364 -2.02
Cl 14.858 -9.222 -3.970 0.50
Cl 14.420 -10.866 -1.609 0.50
Cl 12.389 -10.735 -3.689 0.50
Cl 14.897 -12.123 -4.190 0.51
```

Computed properties:
Orbital gap = 10.4 eV
Energy = -1461531.5236 eV
Highest occupied orbital energy = -10.66 eV

---

# 3
Computed, not measured: C40H21F4N8Ti as an isolated structure at a distorted geometry, with wB97M-V/def2-TZVPD.

The geometry in XYZ format:
```
74
Properties=species:S:1:pos:R:3:lowdin_charge:R:1
Ti 0.177 -0.466 0.078 0.91
C 2.442 -0.864 -3.544 -0.01
C 1.471 -1.313 -4.438 -0.02
C 0.160 -1.387 -4.017 0.02
C -0.165 -1.009 -2.720 -0.18
N 0.792 -0.613 -1.835 -0.01
C 2.066 -0.538 -2.262 -0.09
C -1.513 -0.952 -2.171 -0.16
C -2.705 -1.200 -2.840 0.03
C -3.898 -1.055 -2.159 0.00
C -3.898 -0.668 -0.822 0.03
C -2.689 -0.440 -0.197 -0.17
N -1.528 -0.579 -0.871 0.02
C -2.498 -0.057 1.214 -0.20
C -3.525 0.078 2.134 0.02
C -3.228 0.434 3.438 -0.01
C -1.902 0.614 3.801 0.00
C -0.926 0.436 2.839 -0.07
N -1.206 0.130 1.571 0.02
H 3.476 -0.776 -3.844 0.12
H 1.742 -1.583 -5.449 0.12
H -0.613 -1.742 -4.685 0.12
H 2.794 -0.196 -1.539 0.11
H -2.697 -1.494 -3.880 0.12
H -4.837 -1.235 -2.665 0.13
H -4.830 -0.547 -0.290 0.12
H -4.548 -0.101 1.833 0.12
H -4.018 0.565 4.165 0.13
H -1.630 0.885 4.810 0.13
H 0.120 0.533 3.094 0.11
N 0.341 -2.155 0.552 0.00
C 0.527 -3.348 0.979 -0.24
C -0.660 -4.201 1.247 -0.17
C -0.664 -5.558 0.930 -0.02
C -1.822 -6.303 1.090 -0.06
C -2.976 -5.708 1.575 -0.07
C -2.974 -4.360 1.912 -0.07
C -1.825 -3.610 1.740 -0.03
C 1.890 -3.891 1.165 -0.18
C 2.156 -4.841 2.151 -0.03
C 3.451 -5.294 2.343 -0.06
C 4.481 -4.816 1.549 -0.06
C 4.222 -3.880 0.556 -0.07
C 2.936 -3.411 0.371 -0.03
H 0.233 -6.018 0.536 0.12
H -1.827 -7.356 0.840 0.11
H -3.879 -6.292 1.698 0.11
H -3.870 -3.906 2.317 0.10
H -1.799 -2.562 2.009 0.09
H 1.351 -5.201 2.779 0.12
H 3.661 -6.023 3.115 0.11
H 5.493 -5.165 1.703 0.11
H 5.033 -3.522 -0.062 0.11
H 2.710 -2.694 -0.406 0.09
F 1.227 2.855 2.374 0.10
C 1.921 2.853 3.522 -0.16
C 1.615 3.816 4.444 -0.15
F 0.643 4.669 4.145 0.13
C 2.273 3.902 5.690 -0.04
C 3.299 2.945 5.880 -0.14
C 3.598 1.985 4.947 -0.15
F 4.573 1.125 5.217 0.13
C 2.903 1.868 3.732 -0.03
C 3.169 0.793 2.795 -0.16
C 2.418 0.604 1.668 -0.13
N 1.786 0.435 0.690 0.07
C 4.174 -0.197 2.981 -0.21
N 4.960 -1.033 3.075 0.18
F 4.003 2.957 6.998 0.14
C 1.910 4.853 6.681 -0.12
C 2.482 4.882 7.977 -0.18
N 2.879 4.922 9.058 0.21
C 0.887 5.815 6.492 -0.18
N 0.049 6.600 6.396 0.20
```

Computed properties:
Multiplicity = 3
Total charge = +1
Orbital gap (spin up / spin down) = 4.9 / 6.1 eV
Energy = -87720.4919 eV
Highest occupied orbital energy (spin up / spin down) = -9.46 / -10.61 eV

---

Question: Which value of energy does entry 3 give?
Answer: -87720.4919 eV

---

Question: The highest energy belongs to which entry?
Answer: C40H21F4N8Ti

---

Question: What is the energy in the third record?
Answer: -87720.4919 eV

---

Question: Which of these has the lowest energy?
Answer: C40H17BCl112F2N2O4